A molecular structure, C5H4CeN2O5 in a non-equilibrium geometry, computed with the ωB97M-V functional and the def2-TZVPD basis.

Properties
LUMO energy (spin up / spin down): -0.5250 / -0.5226 hartree
highest occupied orbital energy (spin up / spin down): -21.38 / -21.38 eV
frontier orbital gap (spin up / spin down): 7.09 / 7.16 eV
energy: -1152.65170 Eh

ORCA input file:
```
! RIJCOSX wB97M-V def2-TZVPD def2/J DEFGRID3
* xyz 3 2
O -2.431 2.214 -1.419
C -1.615 1.483 -1.032
Ce -0.167 -0.186 0.013
O 2.552 3.043 0.069
C 1.846 2.146 -0.041
C -0.176 -1.454 -2.071
O -0.164 -2.043 -3.072
C 1.814 -1.434 0.726
O 2.645 -2.106 1.181
N -2.883 -1.856 2.845
C -2.102 -0.769 2.822
N -2.072 0.072 3.874
O -1.376 -0.527 1.790
H -3.464 -2.057 3.653
H -2.872 -2.466 2.034
H -1.467 0.889 3.826
H -2.642 -0.112 4.687
*
```


A molecular structure, C4NO5RuS4, computed with the ωB97M-V functional and the def2-TZVPD basis.

Properties
LUMO energy: -0.2656 hartree
highest occupied orbital energy: -13.76 eV
frontier orbital gap: 6.53 eV
energy: -2270.66046 Eh

ORCA input file:
```
! RIJCOSX wB97M-V def2-TZVPD def2/J DEFGRID3
* xyz 1 1
Ru -0.707 -1.352 0.642
O 3.254 4.091 -0.302
C 2.570 3.153 -0.113
S 0.843 3.281 0.398
C 0.535 1.602 0.465
C 1.668 0.705 0.120
S 1.522 -0.928 0.132
S 3.148 1.456 -0.303
S -0.936 1.026 0.906
O -3.775 -1.328 -1.347
N -2.816 -1.352 -0.673
O -1.601 -1.197 -1.143
O -2.794 -1.523 0.599
O -0.403 -4.371 0.232
C -0.509 -3.262 0.386
*
```


C19H34N2O2 in the gas phase, computed with the ωB97M-V functional and the def2-TZVPD basis.

Properties
LUMO energy: 0.0261 hartree
highest occupied orbital energy: -9.25 eV
frontier orbital gap: 9.96 eV
SMILES string: CC(C)CCN1C(=O)CC[C@]1(C)C(=O)NC1CCCCCCC1
energy: -1004.43218 Eh

ORCA input file:
```
! RIJCOSX wB97M-V def2-TZVPD def2/J DEFGRID3
* xyz 0 1
C 3.824 2.830 0.415
C 2.374 2.451 0.705
C 1.592 2.371 -0.603
C 2.270 1.172 1.553
C 3.026 -0.067 1.056
N 2.429 -0.771 -0.061
C 2.979 -0.704 -1.297
O 3.856 0.063 -1.631
C 2.310 -1.740 -2.183
C 1.169 -2.288 -1.331
C 1.578 -1.943 0.118
C 2.359 -3.103 0.744
C 0.342 -1.643 0.988
O 0.059 -2.311 1.961
N -0.410 -0.616 0.555
C -1.656 -0.253 1.218
C -1.994 1.213 0.933
C -2.275 1.579 -0.532
C -3.759 1.728 -0.877
C -4.685 0.622 -0.378
C -4.440 -0.771 -0.955
C -3.123 -1.454 -0.569
C -2.733 -1.307 0.906
H 4.422 2.806 1.324
H 3.870 3.836 0.003
H 4.254 2.149 -0.315
H 1.925 3.248 1.313
H 1.599 3.342 -1.096
H 2.046 1.654 -1.278
H 0.556 2.094 -0.423
H 1.219 0.918 1.700
H 2.685 1.401 2.539
H 4.033 0.221 0.747
H 3.106 -0.766 1.892
H 3.049 -2.505 -2.425
H 1.980 -1.291 -3.119
H 0.229 -1.800 -1.593
H 1.031 -3.361 -1.452
H 2.641 -2.872 1.768
H 3.255 -3.309 0.163
H 1.731 -3.989 0.772
H -0.084 -0.048 -0.211
H -1.461 -0.341 2.297
H -2.848 1.496 1.549
H -1.146 1.804 1.290
H -1.816 0.851 -1.199
H -1.802 2.540 -0.751
H -3.851 1.809 -1.963
H -4.116 2.669 -0.451
H -4.647 0.578 0.710
H -5.706 0.910 -0.644
H -4.500 -0.721 -2.045
H -5.261 -1.407 -0.615
H -3.238 -2.517 -0.795
H -2.310 -1.098 -1.201
H -2.321 -2.254 1.260
H -3.616 -1.102 1.511
*
```


3 unconnected molecules or ions with the total composition C4H10O3 in a non-equilibrium geometry, computed with the ωB97M-V functional and the def2-TZVPD basis.

Properties
LUMO energy: 0.0237 hartree
highest occupied orbital energy: -9.23 eV
frontier orbital gap: 9.87 eV
SMILES string: C=CC(=C)O.O.O
energy: -384.06991 Eh

ORCA input file:
```
! RIJCOSX wB97M-V def2-TZVPD def2/J DEFGRID3
* xyz 0 1
C -0.160 1.513 1.148
C -0.963 0.445 1.019
C -1.484 -0.010 -0.272
C -2.733 -0.486 -0.316
O -0.627 -0.245 -1.345
H 0.344 1.909 0.271
H 0.125 1.924 2.105
H -1.461 0.144 1.928
H -3.232 -0.727 -1.246
H -3.358 -0.530 0.563
H -0.257 0.614 -1.578
O 1.339 -1.678 -0.002
H 0.626 -1.284 -0.532
H 1.001 -2.546 0.267
O 3.195 0.872 -0.022
H 2.472 0.272 0.216
H 3.838 0.200 -0.314
*
```


A gas-phase ion, CH3O2 (charge -1) in a non-equilibrium geometry, computed with the ωB97M-V functional and the def2-TZVPD basis.

Properties
LUMO energy: 0.1860 hartree
highest occupied orbital energy: -2.63 eV
frontier orbital gap: 7.69 eV
SMILES string: [O-]CO
energy: -190.36694 Eh

ORCA input file:
```
! RIJCOSX wB97M-V def2-TZVPD def2/J DEFGRID3
* xyz -1 1
O 0.071 -1.334 -0.248
C -0.283 -0.109 -0.290
O 0.663 0.791 0.650
H -0.268 0.343 -1.312
H -1.248 0.300 0.166
H 1.066 0.009 1.034
*
```


C2H4BrNO in the gas phase in a non-equilibrium geometry, computed with the ωB97M-V functional and the def2-TZVPD basis.

Properties
LUMO energy (spin up / spin down): 0.0289 / -0.1241 hartree
highest occupied orbital energy (spin up / spin down): -5.03 / -9.98 eV
frontier orbital gap (spin up / spin down): 5.82 / 6.60 eV
energy: -2782.37544 Eh

ORCA input file:
```
! RIJCOSX wB97M-V def2-TZVPD def2/J DEFGRID3
* xyz 0 3
C -0.716 0.461 0.124
C 0.430 -0.933 0.194
N -0.342 1.631 -0.037
O 1.704 -0.411 0.052
Br -2.484 -0.247 0.155
H 0.131 -1.474 -0.711
H 0.370 -1.310 1.109
H -1.085 2.318 -0.125
H 1.991 -0.035 -0.763
*
```